(1)
Molecular formula: C5H8O
Method: DFT, ωB97M-V/def2-TZVPD

Geometry as ORCA input:
```
! RIJCOSX wB97M-V def2-TZVPD def2/J DEFGRID3
* xyz 0 1
C 1.17 0.02 1.86
C 0.51 -0.78 0.93
O -0.09 -1.83 0.94
C 0.19 0.30 -0.42
C -0.52 -0.47 -1.52
C -1.24 0.66 -0.90
H 1.82 0.81 1.50
H 0.03 0.62 0.85
H 1.37 -0.36 2.86
H 1.01 0.95 -0.75
H -0.80 -1.48 -1.23
H -0.13 -0.34 -2.52
H -1.36 1.59 -1.44
H -2.04 0.43 -0.20
*
```

## Properties
HOMO-LUMO gap ... 9.623 eV

Atom charges from the Mulliken analysis, given in e for atoms 1 to 4: number 1, C, carries -1.05; number 2, C, carries 0.73; number 3, O, carries -0.58; number 4, C, carries -0.27

---

(2)
Molecular formula: C4H16NO2
Method: DFT, ωB97M-V/def2-TZVPD

Geometry as ORCA input:
```
! RIJCOSX wB97M-V def2-TZVPD def2/J DEFGRID3
* xyz 0 2
C 2.11 1.69 1.22
C 0.56 0.50 2.12
N 0.39 -0.93 1.69
C -1.12 -0.76 0.57
C -2.10 -0.62 1.76
H 1.89 2.62 1.74
H 3.04 1.31 1.74
H 2.45 1.88 0.17
H -0.25 1.15 1.86
H 0.59 0.49 3.21
H 1.31 0.39 1.20
H 1.19 -1.57 1.76
H -1.06 0.28 0.14
H -0.66 -1.57 -0.02
H -1.68 -1.23 2.55
H -3.12 -0.72 1.45
H -2.08 0.43 2.12
H 0.35 0.27 -6.41
H -0.68 -0.86 -6.35
O -0.22 -0.21 -5.80
H 0.42 -1.11 -2.11
H -0.82 -0.29 -2.49
O -0.55 -1.13 -2.12
*
```

## Properties
HOMO-LUMO gap (alpha / beta) ... 5.655 / 8.583 eV

Atom charges from the Mulliken analysis, given in e for atoms 1 to 4: number 1, C, carries -1.06; number 2, C, carries -0.82; number 3, N, carries -0.52; number 4, C, carries -0.21

---

Relative energy (zero: lowest compared OMol25 entry of this formula, charge and spin) / eV: 4.6533, 5.9776